[1]
{"formula": "C2H4ClNO", "method": "ωB97M-V/def2-TZVPD", "symbols": ["Cl", "C", "N", "C", "H", "H", "O", "H", "H"], "positions_angstrom": [[3.258, 0.694, -1.432], [1.736, 0.128, -0.903], [0.939, 0.973, -0.420], [-0.261, 0.375, 0.308], [1.793, -0.959, -0.732], [-0.114, -0.673, 0.131], [-1.539, 0.669, -0.231], [-0.325, 0.652, 1.406], [-1.854, 0.102, -0.929]], "mulliken_charge": [-0.14, 0.08, -0.30, -0.11, 0.28, 0.19, -0.52, 0.23, 0.30], "smiles": "OC/N=C/Cl", "orbital_gap_ev": 10.990, "relative_energy_ev": 1.620, "lumo_ev": 0.76, "homo_ha": -0.376}

=====

[2]
{"formula": "C2H4ClNO", "method": "ωB97M-V/def2-TZVPD", "symbols": ["O", "C", "Cl", "H", "H", "N", "H", "C", "H"], "positions_angstrom": [[1.763, -1.140, -0.058], [-0.332, 0.594, 0.007], [2.825, 0.047, -0.062], [-1.815, -0.456, -0.957], [1.561, 1.282, -0.036], [0.453, 1.459, -0.004], [-0.938, -1.330, 0.316], [-1.374, -0.369, 0.036], [-2.143, -0.087, 0.757]], "mulliken_charge": [-0.62, 0.45, -0.06, 0.27, 0.32, -0.20, 0.28, -0.77, 0.32], "orbital_gap_ev": 8.278, "relative_energy_ev": 4.472, "lumo_ev": 0.25, "homo_ha": -0.295}

=====

[3]
{"formula": "C2H4ClNO3", "method": "ωB97M-V/def2-TZVPD", "symbols": ["H", "H", "C", "H", "Cl", "O", "O", "C", "N", "H", "O"], "positions_angstrom": [[1.068, -0.064, 0.319], [0.781, -1.278, 3.292], [0.035, -0.264, -0.114], [-1.255, 0.735, -1.281], [-2.480, 0.721, 0.928], [-0.307, 0.721, -1.149], [-0.943, -0.103, 3.374], [-0.895, -0.092, 1.000], [-0.449, -0.251, 2.240], [0.133, -1.299, -0.610], [0.790, -0.955, 2.362]], "mulliken_charge": [0.27, 0.35, -0.18, 0.29, -0.16, -0.50, -0.69, 0.24, 0.64, 0.20, -0.47], "smiles": "[O-]/[N+](O)=C(\\Cl)CO", "orbital_gap_ev": [9.682, 9.682], "relative_energy_ev": 5.074, "lumo_ev": [0.41, 0.41], "homo_ha": [-0.341, -0.341]}

=====

[4]
{"formula": "C2H4ClNOS", "method": "ωB97M-V/def2-TZVPD", "symbols": ["O", "C", "Cl", "H", "H", "C", "N", "H", "H", "S"], "positions_angstrom": [[-0.716, -1.537, -0.141], [1.071, 0.183, 0.225], [1.765, -0.153, -1.440], [-2.217, -0.280, -0.242], [1.764, 0.811, 1.039], [-0.360, 0.811, 0.214], [-1.208, -0.241, 0.137], [0.794, -0.783, 0.754], [-0.139, -1.249, -1.113], [-0.755, 2.437, 0.567]], "mulliken_charge": [-0.46, -0.56, -0.18, 0.29, 0.32, 0.18, -0.12, 0.42, 0.38, -0.27], "smiles": "ONC(=S)CCl", "orbital_gap_ev": 8.580, "relative_energy_ev": 3.594, "lumo_ev": -0.20, "homo_ha": -0.323}

=====

[5]
{"formula": "C2H4ClNS", "method": "ωB97M-V/def2-TZVPD", "symbols": ["H", "C", "H", "H", "N", "H", "C", "Cl", "S"], "positions_angstrom": [[1.379, -2.023, -0.110], [-1.316, 0.746, 0.056], [-0.767, 1.097, -0.884], [-0.912, 1.059, 0.981], [1.316, 0.118, 0.038], [-2.481, 0.776, 0.061], [0.784, -0.996, -0.150], [2.942, 0.395, 0.026], [-0.945, -1.171, -0.019]], "mulliken_charge": [0.26, -0.76, 0.27, 0.28, -0.36, 0.30, 0.14, -0.09, -0.05], "smiles": "CS/C=N/Cl", "orbital_gap_ev": 9.798, "relative_energy_ev": 2.066, "lumo_ev": 0.71, "homo_ha": -0.334}

=====

[6]
{"formula": "C2H4ClNSi", "method": "ωB97M-V/def2-TZVPD", "symbols": ["N", "C", "H", "H", "H", "Si", "C", "H", "Cl"], "positions_angstrom": [[1.754, 0.823, 0.071], [-2.963, 0.156, -0.464], [1.697, 1.382, 0.908], [1.988, 1.403, -0.718], [1.249, -1.229, -1.293], [0.701, -0.525, -0.138], [-1.122, -0.320, -0.137], [0.696, -1.266, 1.135], [-4.000, -0.424, 0.637]], "mulliken_charge": [-0.51, 0.03, 0.24, 0.24, -0.12, 0.33, -0.12, -0.11, 0.02], "orbital_gap_ev": [7.402, 7.414], "relative_energy_ev": 6.192, "lumo_ev": [-1.11, -1.15], "homo_ha": [-0.313, -0.315]}

=====

Which formula does entry 6 have? C2H4ClNSi